Version 1
Density functional theory data (the ωB97M-V functional and the def2-TZVPD basis) for a molecular structure, C10H10O2.

```
! RIJCOSX wB97M-V def2-TZVPD def2/J DEFGRID3
* xyz 0 1
C -0.36 2.23 -2.28
C -0.57 1.28 -0.98
C 0.75 1.58 -0.09
C 0.08 -0.17 1.01
C 0.58 -0.60 2.30
C 0.16 -1.96 2.48
C -0.28 -2.82 1.52
C -0.43 -2.37 0.24
C -0.23 -0.94 -0.06
C -0.47 -0.22 -1.25
H -0.99 3.28 -2.10
H -0.56 1.30 -3.30
H 1.07 2.54 -2.31
H -1.59 1.27 -0.52
H 0.56 2.76 0.10
H 1.76 1.26 -0.53
H 1.25 0.23 2.79
H 0.64 -2.38 3.27
H -0.48 -3.88 1.65
H -1.01 -2.67 -0.72
O 0.59 1.14 1.16
O -0.48 -0.84 -2.37
*
```

Summary:
HOMO-LUMO gap = 0.33056 Ha
HOMO = -0.3354 hartree
lowest unoccupied orbital energy = -0.005 Eh

Atomic partial charges in e from the natural (NBO) method, atoms 1 to 5: C -0.6561; C -0.3899; C -0.0612; C 0.3203; C -0.2042


Version 2
Density functional theory data (the ωB97M-V functional and the def2-TZVPD basis) for a single C10H10O2 molecule.

```
! RIJCOSX wB97M-V def2-TZVPD def2/J DEFGRID3
* xyz 0 1
O -2.26 -1.94 -2.80
O 0.38 -1.82 -2.48
C -1.72 -1.46 -1.82
C -0.28 -1.29 -1.67
C -2.67 -0.89 -0.89
C -2.07 -0.07 0.05
C 0.29 -0.43 -0.63
C -0.62 0.16 0.22
C 1.80 -0.22 -0.48
C -0.28 1.19 1.27
C 2.15 0.86 0.60
C 1.03 0.90 1.75
H -3.67 -1.18 -0.91
H -2.75 0.34 0.81
H 2.23 -0.09 -1.51
H 2.06 -1.16 -0.03
H -0.91 1.08 2.15
H -0.32 2.22 0.77
H 2.21 1.86 0.06
H 3.15 0.46 0.93
H 0.94 -0.10 2.18
H 1.29 1.57 2.43
*
```

Summary:
HOMO-LUMO gap = 0.28375 Ha
HOMO = -0.3324 hartree
lowest unoccupied orbital energy = -0.049 Eh
SMILES = O=C1C=CC2=C(CCCC2)C1=O

Atomic partial charges in e from the natural (NBO) method, atoms 1 to 5: O -0.4550; O -0.4437; C 0.4000; C 0.4324; C -0.2445


Verdict on stability: version 1 comes out at the bottom.


Version 1
Density functional theory data (the ωB97M-V functional and the def2-TZVPD basis) for 2 unconnected molecules or ions with the total composition C5H14O.

```
! RIJCOSX wB97M-V def2-TZVPD def2/J DEFGRID3
* xyz 0 1
C 0.96 -1.75 0.89
C 1.40 -0.33 1.29
C 0.18 0.57 1.43
C -0.50 1.07 0.15
C 0.35 1.88 -0.81
H 1.80 -2.41 0.72
H 0.37 -1.69 -0.03
H 0.35 -2.18 1.65
H 1.99 0.09 0.47
H 1.96 -0.41 2.22
H -0.58 0.19 2.12
H 0.42 1.47 2.02
H -1.10 0.24 -0.23
H -1.24 1.78 0.51
H -0.27 2.51 -1.46
H 0.99 2.59 -0.30
H 0.79 1.25 -1.59
H -1.46 -0.68 -2.82
H -1.99 -1.04 -1.47
O -2.10 -1.27 -2.40
*
```

Summary:
HOMO-LUMO gap = 0.43826 Ha
HOMO = -0.4066 hartree
lowest unoccupied orbital energy = 0.032 Eh
SMILES = CCCCC.O

Atomic partial charges in e from the natural (NBO) method, atoms 1 to 5: C -0.6002; C -0.4020; C -0.3962; C -0.3979; C -0.6277


Version 2
Density functional theory data (the ωB97M-V functional and the def2-TZVPD basis) for 2 unconnected molecules or ions with the total composition C5H14O.

```
! RIJCOSX wB97M-V def2-TZVPD def2/J DEFGRID3
* xyz 0 1
C -0.81 1.31 -1.71
C 0.40 1.28 -0.75
C -1.73 2.51 -1.50
H -0.50 1.27 -2.75
H -1.31 0.35 -1.54
H 1.09 2.10 -0.93
H 1.00 0.41 -1.04
H -1.96 2.67 -0.44
H -1.17 3.41 -1.79
H 0.01 1.11 0.25
H -2.64 2.39 -2.06
C 1.05 -2.05 0.97
C 1.34 -1.26 2.22
O -0.33 -1.95 0.56
H 1.69 -1.76 0.14
H 1.13 -3.12 1.11
H 1.19 -0.20 2.05
H -0.66 -1.07 0.74
H 2.37 -1.42 2.54
H 0.72 -1.55 3.07
*
```

Summary:
HOMO-LUMO gap = 0.41659 Ha
HOMO = -0.3789 hartree
lowest unoccupied orbital energy = 0.038 Eh
SMILES = CCC.CCO

Atomic partial charges in e from the natural (NBO) method, atoms 1 to 5: C -0.3914; C -0.6106; C -0.6070; H 0.1951; H 0.1946


Verdict on stability: version 2 comes out at the bottom.


Version 1
Density functional theory data (the ωB97M-V functional and the def2-TZVPD basis) for a single C6H10O2 molecule.

```
! RIJCOSX wB97M-V def2-TZVPD def2/J DEFGRID3
* xyz 0 1
C -1.61 -1.15 0.46
C -0.40 -0.67 -0.33
C 0.98 -1.14 0.35
C 1.37 0.74 -0.58
C 0.59 1.95 -0.85
C -0.12 0.80 -0.16
H -1.85 -2.21 0.31
H -1.59 -0.95 1.55
H -2.44 -0.55 0.02
H -0.43 -0.95 -1.39
H 1.46 -1.91 -0.31
H 0.83 -1.59 1.40
H 1.39 0.17 -1.50
H 0.34 2.13 -1.91
H 0.48 2.82 -0.25
H -0.85 1.50 1.51
O 1.93 -0.03 0.45
O -0.08 1.03 1.24
*
```

Summary:
HOMO-LUMO gap = 0.34379 Ha
HOMO = -0.3116 hartree
lowest unoccupied orbital energy = 0.032 Eh
SMILES = C[C@@H]1CO[C@@H]2C[C@@]12O

Atomic partial charges in e from the natural (NBO) method, atoms 1 to 5: C -0.6185; C -0.2441; C -0.0952; C 0.0698; C -0.3864


Version 2
Density functional theory data (the ωB97M-V functional and the def2-TZVPD basis) for a single C6H10O2 molecule.

```
! RIJCOSX wB97M-V def2-TZVPD def2/J DEFGRID3
* xyz 0 1
C 0.04 1.35 0.03
C 0.27 -0.75 -0.19
C 1.13 0.32 0.37
C -1.03 0.31 -0.23
C 2.53 0.54 -0.28
C -2.09 0.21 0.84
O 0.04 2.52 -0.05
O -1.84 0.35 -1.44
H 0.75 -1.03 -1.19
H -0.13 -1.62 0.32
H 1.40 0.34 1.35
H 2.88 1.56 0.08
H 2.53 0.35 -1.41
H 3.26 -0.28 0.06
H -2.52 1.32 0.98
H -1.67 -0.44 1.70
H -2.96 -0.33 0.43
H -1.30 -0.02 -2.15
*
```

Summary:
HOMO-LUMO gap = 0.36876 Ha
HOMO = -0.3431 hartree
lowest unoccupied orbital energy = 0.026 Eh
SMILES = C[C@@H]1C[C@](C)(O)C1=O

Atomic partial charges in e from the natural (NBO) method, atoms 1 to 5: C 0.5871; C -0.4305; C -0.3700; C 0.1584; C -0.5994


Version 3
Density functional theory data (the ωB97M-V functional and the def2-TZVPD basis) for a single C6H10O2 molecule.

```
! RIJCOSX wB97M-V def2-TZVPD def2/J DEFGRID3
* xyz 0 1
C 0.03 0.56 -0.21
C -0.99 1.71 -0.33
C 0.26 -1.68 0.98
C 0.17 -0.15 1.12
C 1.33 0.70 -0.99
C -1.22 0.41 -0.97
O -0.97 -2.28 0.64
O -1.94 -0.28 -1.62
H -1.26 -1.97 -0.22
H -0.73 2.56 -0.95
H -1.58 1.97 0.53
H 1.07 0.21 1.63
H 1.03 -1.95 0.25
H 0.54 -2.12 1.94
H -0.70 0.07 1.75
H 1.14 1.14 -1.97
H 2.01 1.35 -0.45
H 1.80 -0.26 -1.13
*
```

Summary:
HOMO-LUMO gap = 0.37311 Ha
HOMO = -0.3422 hartree
lowest unoccupied orbital energy = 0.031 Eh
SMILES = C[C@@]1(CCO)CC1=O

Atomic partial charges in e from the natural (NBO) method, atoms 1 to 5: C -0.1627; C -0.5370; C -0.0541; C -0.4139; C -0.5917


Verdict on stability: version 1 comes out at the bottom.


Version 1
Density functional theory data (the ωB97M-V functional and the def2-TZVPD basis) for 4 unconnected molecules or ions with the total composition H7O3S.

```
! RIJCOSX wB97M-V def2-TZVPD def2/J DEFGRID3
* xyz -1 1
S -0.04 0.85 -0.31
H -0.27 1.46 0.87
H 0.43 -1.22 0.58
H -0.43 -2.44 0.44
O 0.43 -2.18 0.80
H 3.29 0.82 -0.12
H 2.11 1.61 -0.56
O 3.08 1.65 -0.54
H -3.54 0.22 -0.38
H -2.08 -0.20 -0.36
O -2.99 -0.56 -0.42
*
```

Summary:
HOMO-LUMO gap = 0.29281 Ha
HOMO = -0.1484 hartree
lowest unoccupied orbital energy = 0.144 Eh

Atomic partial charges in e from the natural (NBO) method, atoms 1 to 5: S -0.9943; H 0.1098; H 0.4989; H 0.4588; O -0.9971


Version 2
Density functional theory data (the ωB97M-V functional and the def2-TZVPD basis) for 4 unconnected molecules or ions with the total composition H7O3S.

```
! RIJCOSX wB97M-V def2-TZVPD def2/J DEFGRID3
* xyz -1 1
S 1.26 -0.86 1.53
H 0.70 -2.08 1.68
H -1.35 2.44 -2.97
H -0.85 2.73 -1.53
O -1.41 3.06 -2.23
H -0.29 0.83 1.11
H -0.64 2.19 1.82
O -0.87 1.62 1.10
H 0.62 -2.44 -1.13
H -0.65 -3.12 -1.05
O 0.03 -2.94 -1.70
*
```

Summary:
HOMO-LUMO gap = 0.26119 Ha
HOMO = -0.1243 hartree
lowest unoccupied orbital energy = 0.137 Eh

Atomic partial charges in e from the natural (NBO) method, atoms 1 to 5: S -1.0433; H 0.0892; H 0.4649; H 0.4941; O -0.9599


Verdict on stability: version 2 comes out at the bottom.


Version 1
Density functional theory data (the ωB97M-V functional and the def2-TZVPD basis) for a single C5H8O2S molecule.

```
! RIJCOSX wB97M-V def2-TZVPD def2/J DEFGRID3
* xyz 0 1
C -1.15 -1.58 -0.55
C -0.70 0.05 1.10
C 0.18 1.00 0.38
C -0.17 1.99 -0.43
C 2.20 -0.10 -0.10
H -0.74 -0.94 -1.35
H -2.27 -1.40 -0.49
H -0.90 -2.60 -0.78
H -1.79 0.25 0.99
H -0.40 0.08 2.15
H 0.56 2.65 -0.93
H -1.20 2.22 -0.63
H 1.58 -0.60 -0.86
O -0.51 -1.29 0.72
O 1.57 0.80 0.64
S 3.74 -0.53 0.17
*
```

Summary:
HOMO-LUMO gap = 0.34255 Ha
HOMO = -0.3229 hartree
lowest unoccupied orbital energy = 0.020 Eh
SMILES = C=C(COC)OC=S

Atomic partial charges in e from the natural (NBO) method, atoms 1 to 5: C -0.2669; C -0.1370; C 0.2568; C -0.4069; C 0.0422


Version 2
Density functional theory data (the ωB97M-V functional and the def2-TZVPD basis) for a single C5H8O2S molecule.

```
! RIJCOSX wB97M-V def2-TZVPD def2/J DEFGRID3
* xyz 0 1
C -0.10 -0.23 -0.57
C 1.10 0.13 0.37
C 1.85 -1.13 0.75
C -1.53 1.75 -0.49
C -1.43 0.40 -0.09
O -0.16 -1.63 -0.75
O 1.35 1.25 0.69
S -2.34 -0.68 0.72
H 0.02 0.21 -1.54
H 2.19 -1.63 -0.15
H 2.66 -1.12 1.40
H 1.22 -1.83 1.21
H -2.60 2.12 -0.79
H -0.94 1.95 -1.28
H -1.22 2.48 0.36
H -0.08 -2.03 0.16
*
```

Summary:
HOMO-LUMO gap = 0.31119 Ha
HOMO = -0.3227 hartree
lowest unoccupied orbital energy = -0.012 Eh
SMILES = CC(=O)[C@@H](O)C(C)=S

Atomic partial charges in e from the natural (NBO) method, atoms 1 to 5: C -0.0888; C 0.6027; C -0.7249; C -0.7066; C -0.0541


Verdict on stability: version 1 comes out at the bottom.


Version 1
Density functional theory data (the ωB97M-V functional and the def2-TZVPD basis) for a molecular structure, O2.

```
! RIJCOSX wB97M-V def2-TZVPD def2/J DEFGRID3
* xyz 0 1
O -0.06 0.38 0.73
O 0.06 -0.38 -0.73
*
```

Summary:
HOMO-LUMO gap = 0.27685 Ha
HOMO = -0.4576 hartree
lowest unoccupied orbital energy = -0.181 Eh

Need the natural (NBO) charges? In units of e they are: O 0.0000; O 0.0000


Version 2
Density functional theory data (the ωB97M-V functional and the def2-TZVPD basis) for 2 unconnected molecules or ions with the total composition O2.

```
! RIJCOSX wB97M-V def2-TZVPD def2/J DEFGRID3
* xyz 0 1
O 0.00 0.00 1.05
O 0.00 0.00 -1.05
*
```

Summary:
HOMO-LUMO gap = 0.25413 Ha
HOMO = -0.4795 hartree
lowest unoccupied orbital energy = -0.225 Eh

Need the natural (NBO) charges? In units of e they are: O 0.0000; O 0.0000


Version 3
Density functional theory data (the ωB97M-V functional and the def2-TZVPD basis) for a molecular structure, O2.

```
! RIJCOSX wB97M-V def2-TZVPD def2/J DEFGRID3
* xyz 0 1
O -0.44 -0.60 0.40
O 0.44 0.60 -0.40
*
```

Summary:
HOMO-LUMO gap = 0.27561 Ha
HOMO = -0.4615 hartree
lowest unoccupied orbital energy = -0.186 Eh

Need the natural (NBO) charges? In units of e they are: O 0.0000; O 0.0000


Verdict on stability: version 2 comes out at the bottom.


Version 1
Density functional theory data (the ωB97M-V functional and the def2-TZVPD basis) for 2 unconnected molecules or ions with the total composition C6H16NS.

```
! RIJCOSX wB97M-V def2-TZVPD def2/J DEFGRID3
* xyz 1 1
C 2.09 2.32 -0.09
C -1.60 -0.37 -0.99
C 0.22 -1.74 -0.57
C -1.54 -1.40 1.15
C 1.23 1.17 -0.66
C 0.32 0.87 0.45
N -0.71 -0.83 0.06
S -0.93 1.94 0.94
H 1.46 3.34 -0.04
H 2.92 2.62 -0.60
H 2.54 1.92 0.90
H -2.31 0.29 -0.73
H -1.05 0.08 -1.69
H -2.23 -1.19 -1.51
H -0.30 -2.75 -0.83
H 0.70 -1.42 -1.52
H 0.84 -2.14 0.23
H -2.55 -1.06 1.05
H -1.49 -2.41 1.21
H -1.16 -1.11 2.08
H 2.06 0.48 -0.84
H 0.77 1.66 -1.44
H 0.83 0.57 1.40
H -1.30 1.29 2.11
*
```

Summary:
HOMO-LUMO gap = 0.37205 Ha
HOMO = -0.5068 hartree
lowest unoccupied orbital energy = -0.135 Eh

Atomic partial charges in e from the natural (NBO) method, atoms 1 to 5: C -0.5661; C -0.4248; C -0.4541; C -0.4154; C -0.5402


Version 2
Density functional theory data (the ωB97M-V functional and the def2-TZVPD basis) for 2 unconnected molecules or ions with the total composition C6H16NS.

```
! RIJCOSX wB97M-V def2-TZVPD def2/J DEFGRID3
* xyz 1 1
C -3.01 -0.16 1.87
C 2.26 1.17 -2.06
C 1.42 -1.14 -1.74
C 0.75 1.76 0.51
C -2.18 -1.02 0.93
C 1.46 0.26 -1.14
N 0.79 0.52 -0.11
S -0.39 -1.06 1.73
H -3.97 -0.53 2.05
H -2.63 -0.05 2.86
H -3.14 0.86 1.43
H 3.16 0.54 -2.23
H 2.50 2.25 -1.79
H 1.86 1.07 -2.98
H 0.48 -1.28 -2.32
H 1.27 -2.02 -1.04
H 2.29 -1.26 -2.41
H 1.06 1.79 1.48
H 1.42 2.51 -0.06
H -0.32 2.12 0.64
H -2.06 -0.49 0.05
H -2.49 -2.00 0.82
H 0.36 -1.74 1.00
H -0.91 -2.09 2.50
*
```

Summary:
HOMO-LUMO gap = 0.34589 Ha
HOMO = -0.4801 hartree
lowest unoccupied orbital energy = -0.134 Eh

Atomic partial charges in e from the natural (NBO) method, atoms 1 to 5: C -0.6534; C -0.6986; C -0.6744; C -0.4300; C -0.3538


Verdict on stability: version 1 comes out at the bottom.